# 1
132
Properties=species:S:1:pos:R:3 method="wB97M-V/def2-TZVPD" smiles="COC(=O)OC.COC(=O)OC.COC(=O)OC.COC(=O)OC.COC(=O)OC.COC(=O)OC.COC(=O)OC.COC(=O)OC.COC(=O)OC.COC(=O)OC.COC(=O)OC" homo_ev=-10.4 lumo_energy_ev=0.37 total_charge=0 molar_mass_da=990.9
C -1.488 2.518 -0.283
O -2.542 3.435 -0.472
C -2.402 4.427 -1.364
O -1.336 4.808 -1.880
O -3.604 4.955 -1.603
C -3.829 5.921 -2.582
H -1.968 1.552 -0.439
H -0.983 2.481 0.682
H -0.753 2.424 -1.082
H -2.970 6.566 -2.766
H -4.711 6.545 -2.441
H -4.061 5.325 -3.466
C 4.417 3.499 2.424
O 5.537 4.170 1.931
C 5.543 4.993 0.964
O 4.603 5.303 0.215
O 6.803 5.457 0.861
C 7.171 6.385 -0.195
H 4.054 4.017 3.312
H 4.666 2.467 2.670
H 3.578 3.536 1.729
H 6.544 7.274 -0.123
H 7.053 5.897 -1.162
H 8.235 6.618 -0.223
C 0.639 3.598 4.627
O 0.485 4.837 3.925
C 0.530 4.915 2.578
O 0.814 3.931 1.867
O 0.095 6.110 2.189
C 0.323 6.578 0.882
H 0.032 3.610 5.532
H 1.684 3.436 4.895
H 0.269 2.743 4.062
H -0.561 6.410 0.268
H 1.048 6.058 0.256
H 0.579 7.635 0.804
C -2.375 -3.613 -3.138
O -3.136 -4.454 -3.972
C -4.322 -4.111 -4.529
O -4.958 -3.083 -4.484
O -4.682 -5.239 -5.177
C -5.885 -5.341 -5.958
H -2.982 -3.129 -2.373
H -1.798 -2.868 -3.685
H -1.612 -4.206 -2.634
H -6.665 -5.959 -5.514
H -5.658 -5.709 -6.959
H -6.497 -4.442 -6.029
C -0.959 2.710 -4.876
O 0.121 3.479 -4.362
C 0.774 2.931 -3.371
O 0.616 1.797 -2.920
O 1.685 3.886 -2.856
C 2.461 3.594 -1.729
H -1.408 3.263 -5.701
H -1.601 2.522 -4.015
H -0.566 1.789 -5.305
H 2.430 4.557 -1.220
H 3.495 3.333 -1.956
H 1.971 2.822 -1.135
C -0.520 -0.009 5.265
O -1.615 -0.794 5.687
C -2.553 -0.520 6.669
O -2.488 0.397 7.484
O -3.655 -1.296 6.547
C -3.695 -2.489 5.903
H 0.212 -0.585 4.698
H -0.090 0.459 6.150
H -0.843 0.854 4.683
H -3.557 -3.243 6.678
H -2.924 -2.580 5.138
H -4.650 -2.726 5.435
C -0.242 -4.652 1.943
O -0.562 -5.958 1.586
C -1.058 -6.280 0.356
O -1.462 -5.501 -0.489
O -0.856 -7.548 0.212
C -1.202 -8.237 -1.011
H -0.907 -4.324 2.741
H -0.505 -3.914 1.185
H 0.833 -4.610 2.121
H -2.009 -8.943 -0.817
H -0.405 -8.902 -1.346
H -1.558 -7.584 -1.808
C 6.625 -0.744 1.675
O 5.337 -0.319 1.102
C 5.117 -0.378 -0.260
O 5.890 -0.837 -1.107
O 3.912 0.225 -0.542
C 3.310 0.069 -1.769
H 7.389 -0.638 0.905
H 6.537 -1.786 1.982
H 6.930 -0.234 2.589
H 3.762 0.654 -2.570
H 2.292 0.451 -1.687
H 3.279 -0.993 -2.013
C -3.833 0.441 2.049
O -3.569 0.015 0.694
C -4.610 -0.346 0.047
O -5.792 -0.408 0.393
O -4.182 -0.710 -1.123
C -4.943 -1.274 -2.110
H -2.918 0.563 2.629
H -4.416 -0.308 2.586
H -4.454 1.335 2.105
H -5.914 -0.889 -2.422
H -5.181 -2.289 -1.791
H -4.408 -1.481 -3.037
C 1.120 -5.729 -2.998
O 1.256 -4.554 -2.273
C 1.876 -4.586 -1.041
O 2.347 -5.523 -0.411
O 1.906 -3.324 -0.675
C 2.652 -2.885 0.506
H 0.089 -5.833 -3.336
H 1.342 -6.591 -2.369
H 1.767 -5.764 -3.874
H 3.684 -3.223 0.409
H 2.199 -3.370 1.370
H 2.682 -1.797 0.569
C -0.668 -1.248 -0.698
O 0.292 -0.647 0.162
C 0.012 -0.517 1.494
O -0.915 -1.093 2.064
O 0.732 0.442 2.147
C 1.909 1.016 1.565
H -0.326 -1.047 -1.713
H -1.683 -0.916 -0.479
H -0.695 -2.336 -0.647
H 2.607 0.216 1.317
H 2.391 1.709 2.254
H 1.635 1.505 0.630

---

# 2
132
Properties=species:S:1:pos:R:3 method="wB97M-V/def2-TZVPD" smiles="COC(=O)OC.COC(=O)OC.COC(=O)OC.COC(=O)OC.COC(=O)OC.COC(=O)OC.COC(=O)OC.COC(=O)OC.COC(=O)OC.COC(=O)OC.COC(=O)OC" homo_ev=-10.6 lumo_energy_ev=0.54 total_charge=0 molar_mass_da=990.9
C 19.733 26.320 1.238
O 20.557 27.223 0.516
C 20.667 26.965 -0.779
O 20.158 26.039 -1.357
O 21.458 27.883 -1.326
C 21.625 27.803 -2.732
H 18.662 26.478 1.080
H 19.878 26.573 2.287
H 19.989 25.291 1.004
H 21.938 26.798 -3.019
H 22.478 28.430 -2.976
H 20.739 28.122 -3.275
C 24.651 30.934 -7.304
O 24.483 29.930 -6.308
C 23.940 28.774 -6.701
O 23.488 28.565 -7.796
O 24.010 27.928 -5.679
C 23.440 26.642 -5.900
H 24.676 30.537 -8.316
H 25.598 31.402 -7.043
H 23.847 31.668 -7.250
H 24.237 25.957 -6.214
H 22.761 26.624 -6.751
H 23.059 26.303 -4.945
C 18.323 15.485 -2.470
O 17.675 14.763 -1.433
C 16.555 15.273 -0.934
O 16.148 16.397 -1.051
O 15.933 14.305 -0.259
C 14.637 14.633 0.232
H 18.740 16.404 -2.060
H 17.655 15.745 -3.293
H 19.111 14.862 -2.873
H 14.682 15.608 0.720
H 14.370 13.912 1.001
H 13.895 14.616 -0.562
C 19.268 19.530 -3.230
O 20.336 20.476 -3.160
C 20.076 21.695 -3.604
O 19.013 22.154 -3.927
O 21.240 22.334 -3.705
C 21.236 23.685 -4.055
H 18.336 19.880 -2.788
H 19.577 18.632 -2.698
H 19.098 19.260 -4.272
H 22.217 24.136 -4.062
H 20.540 24.235 -3.403
H 20.705 23.866 -5.001
C 23.007 17.997 -2.549
O 23.117 16.575 -2.447
C 22.214 15.865 -3.112
O 21.329 16.295 -3.806
O 22.486 14.581 -2.901
C 21.764 13.635 -3.666
H 21.994 18.297 -2.805
H 23.732 18.382 -3.261
H 23.204 18.411 -1.563
H 20.687 13.734 -3.533
H 22.080 12.633 -3.399
H 21.971 13.759 -4.734
C 27.950 24.525 -6.094
O 26.907 23.892 -6.836
C 25.831 23.566 -6.132
O 25.756 23.570 -4.930
O 24.884 23.200 -6.986
C 23.608 22.919 -6.446
H 27.603 25.452 -5.641
H 28.781 24.687 -6.770
H 28.290 23.854 -5.300
H 23.626 22.280 -5.564
H 23.005 22.346 -7.153
H 23.020 23.831 -6.345
C 25.617 25.196 -2.356
O 25.237 25.723 -1.083
C 24.939 27.018 -1.081
O 24.671 27.684 -2.045
O 24.911 27.439 0.180
C 24.488 28.811 0.356
H 24.746 24.863 -2.918
H 26.228 24.323 -2.155
H 26.163 25.902 -2.979
H 24.379 28.907 1.431
H 23.555 29.012 -0.160
H 25.290 29.456 0.002
C 15.372 18.718 -3.549
O 16.176 18.026 -4.482
C 15.598 16.981 -5.080
O 14.488 16.569 -4.889
O 16.489 16.468 -5.924
C 15.997 15.444 -6.781
H 15.075 19.716 -3.859
H 15.957 18.863 -2.629
H 14.568 18.125 -3.117
H 16.827 15.140 -7.412
H 15.202 15.833 -7.418
H 15.621 14.586 -6.227
C 17.059 24.308 -1.779
O 16.180 23.262 -1.406
C 16.773 22.185 -0.894
O 17.955 22.073 -0.683
O 15.841 21.287 -0.630
C 16.248 20.021 -0.051
H 16.501 24.914 -2.491
H 17.964 23.989 -2.291
H 17.353 24.911 -0.921
H 16.337 20.150 1.027
H 17.168 19.644 -0.483
H 15.368 19.426 -0.272
C 26.107 20.718 -2.091
O 25.169 21.789 -2.052
C 24.096 21.600 -1.302
O 23.809 20.584 -0.720
O 23.398 22.728 -1.268
C 22.130 22.635 -0.631
H 26.939 21.112 -2.673
H 25.705 19.833 -2.575
H 26.476 20.516 -1.086
H 21.587 21.762 -0.988
H 21.582 23.542 -0.880
H 22.173 22.590 0.459
C 22.060 18.814 -6.603
O 20.826 19.504 -6.392
C 20.593 20.540 -7.187
O 21.360 20.960 -8.012
O 19.389 21.012 -6.898
C 18.916 22.094 -7.669
H 22.143 18.512 -7.646
H 21.996 17.937 -5.969
H 22.905 19.438 -6.315
H 19.498 22.998 -7.467
H 17.896 22.303 -7.361
H 18.953 21.884 -8.737

---

# 3
138
Properties=species:S:1:pos:R:3 method="wB97M-V/def2-TZVPD" homo_ev=-5.9 lumo_energy_ev=-3.03 total_charge=0 molar_mass_da=1292.2
C 5.342 -4.140 1.165
C 5.039 -2.759 1.791
C 5.153 -1.690 0.675
C 4.546 -0.294 0.976
N 3.164 -0.068 0.575
C 2.094 -0.670 1.310
C 2.189 -0.594 2.845
C 2.179 0.834 3.435
C 0.827 1.269 4.014
F 2.628 1.791 2.539
C 0.795 0.103 1.048
N -0.231 -0.643 1.044
F -1.463 -0.191 0.873
C 0.072 -2.066 1.204
C -0.459 -2.883 2.373
C -1.982 -2.910 2.483
C -2.673 -3.820 1.465
F -3.781 -3.163 1.010
C 1.585 -2.097 0.811
P 1.557 -2.280 -1.006
O 0.695 -1.250 -1.593
O 2.987 -2.176 -1.678
O 1.153 -3.787 -1.299
H 6.406 -4.408 1.169
H 4.817 -4.921 1.706
H 4.984 -4.203 0.144
H 4.048 -2.825 2.226
H 5.756 -2.670 2.648
H 4.791 -2.139 -0.234
H 6.245 -1.497 0.466
H 5.136 0.417 0.402
H 4.724 -0.045 2.020
H 3.049 -0.168 -0.425
H 1.352 -1.126 3.279
H 3.088 -1.098 3.196
H 2.889 0.838 4.260
H 0.063 0.499 3.973
H 0.498 2.144 3.455
H 0.983 1.636 5.022
H 0.768 1.178 0.937
H -0.459 -2.525 0.360
H -0.064 -2.590 3.345
H -0.125 -3.909 2.209
H -2.191 -3.331 3.464
H -2.420 -1.916 2.485
H -2.954 -4.754 1.947
H -2.012 -4.091 0.635
H 1.932 -2.984 1.344
H 3.488 -3.005 -1.552
H 0.892 -4.221 -0.477
O -7.315 -0.032 0.013
C -6.962 0.300 1.125
C -6.071 -1.334 1.989
O -5.767 -0.931 3.095
H -7.745 0.556 1.870
H -6.172 1.074 1.231
H -5.323 -1.480 1.199
H -6.904 -2.045 1.836
C -0.287 4.412 -5.777
O 0.133 3.042 -5.784
C -0.351 2.320 -4.772
O -1.065 2.727 -3.897
O 0.108 1.077 -4.898
C -0.325 0.162 -3.878
H 0.174 4.874 -6.645
H -1.369 4.481 -5.861
H 0.053 4.913 -4.873
H -1.409 0.056 -3.884
H 0.018 0.498 -2.907
H 0.131 -0.794 -4.109
C 3.463 -6.176 -2.192
Cl 4.509 -4.753 -2.397
Cl 3.563 -7.186 -3.618
Cl 3.958 -6.965 -0.707
H 2.435 -5.874 -2.064
C -4.870 -0.292 -2.762
Cl -3.976 1.244 -2.713
Cl -4.311 -1.237 -4.161
Cl -4.442 -1.227 -1.275
Cl -6.570 0.003 -2.864
Al 7.415 -2.236 1.797
C -2.101 6.086 7.517
C -2.280 6.670 6.118
C -3.371 5.976 5.303
C -3.121 4.495 5.021
C -1.813 4.195 4.291
C -1.734 4.820 2.900
H -1.790 5.040 7.482
H -1.338 6.636 8.070
H -3.031 6.145 8.084
H -1.326 6.637 5.583
H -2.539 7.727 6.210
H -3.502 6.511 4.359
H -4.323 6.069 5.832
H -3.955 4.108 4.429
H -3.137 3.935 5.960
H -1.718 3.107 4.190
H -0.958 4.524 4.890
H -2.556 4.475 2.270
H -0.798 4.551 2.404
H -1.774 5.908 2.944
C -8.580 3.718 0.237
O -8.293 3.503 1.410
N -9.461 3.020 -0.487
C -9.722 3.314 -1.891
C -10.177 1.922 0.139
H -8.091 4.519 -0.342
H -10.775 3.569 -2.027
H -9.479 2.446 -2.511
H -9.110 4.154 -2.211
H -10.757 2.288 0.988
H -9.475 1.174 0.502
H -10.840 1.465 -0.589
N 8.858 -6.336 -0.055
S 7.295 -6.536 -0.088
O 6.530 -5.320 -0.008
O 6.790 -7.671 0.608
F 7.158 -6.944 -1.606
S 9.444 -5.825 1.317
O 10.774 -5.354 1.163
O 9.112 -6.608 2.458
F 8.610 -4.446 1.565
O 3.860 -0.807 -8.492
S 4.854 -0.131 -7.718
O 5.548 -0.827 -6.676
O 4.229 1.197 -7.126
C 2.984 1.080 -6.388
C 3.196 0.519 -4.999
C 6.026 0.631 -8.782
H 2.271 0.480 -6.951
H 2.581 2.088 -6.335
H 3.518 -0.522 -5.041
H 2.271 0.568 -4.435
H 3.970 1.077 -4.469
H 5.492 1.188 -9.547
H 6.614 -0.166 -9.231
H 6.662 1.284 -8.192
F -8.547 0.691 -4.229